This record from the Open Molecules 2025 dataset describes C52H38N5OP2S5Ta as an isolated structure in a non-equilibrium geometry. The level of theory is ωB97M-V/def2-TZVPD.

XYZ file:
```
104
Properties=species:S:1:pos:R:3:forces:R:3
Ta 0.8482 -1.7328 1.5640 1.536 -0.836 0.207
C -3.4743 -4.9359 3.0232 0.061 0.109 -0.234
S -2.3698 -5.5422 1.7250 -0.107 -0.136 0.242
C -1.1402 -4.3425 1.6059 0.528 0.140 -0.282
S -1.0791 -2.9562 2.6618 0.906 0.953 -0.129
N -0.2677 -4.6035 0.6848 -0.624 -1.145 -0.353
N 0.7740 -3.7719 0.5246 0.394 1.384 0.506
C 1.7152 -4.1697 -0.2601 -0.436 -0.291 0.163
C 2.8500 -3.3246 -0.4807 0.774 0.229 -0.262
C 4.0024 -3.8072 -1.0929 -0.418 -0.069 0.099
C 5.1162 -2.9883 -1.1736 0.129 0.192 0.015
C 5.0246 -1.6893 -0.7008 -0.048 -0.268 -0.130
C 3.8191 -1.2579 -0.1688 -0.056 0.349 -0.075
N 2.7641 -2.0562 -0.0275 -1.196 -0.025 0.867
H -3.9539 -5.8113 3.4532 0.027 -0.043 -0.029
H -4.2240 -4.2823 2.5826 -0.012 0.055 0.087
H -2.9085 -4.4191 3.7916 -0.062 -0.055 0.097
H 1.6499 -5.1530 -0.7131 -0.053 -0.016 0.016
H 4.0175 -4.8193 -1.4733 0.032 -0.025 0.037
H 6.0351 -3.3590 -1.6065 0.016 0.010 -0.006
H 5.8626 -1.0086 -0.7444 -0.024 0.044 -0.077
H 3.6913 -0.2306 0.1309 -0.032 0.014 -0.014
O -0.2368 -0.8540 0.1822 0.223 0.206 0.122
S -0.8472 -1.5755 -1.0651 -1.267 0.631 -1.064
C -0.9670 -0.3715 -2.4105 0.449 0.363 -0.318
C -1.9333 -0.7583 -3.3398 -0.129 -0.210 0.410
C -1.9957 -0.1569 -4.5800 -0.035 -0.060 -0.059
C -1.0777 0.8226 -4.9080 0.044 0.116 -0.244
C -0.1222 1.2159 -3.9923 -0.069 -0.250 0.148
C -0.0305 0.6397 -2.7195 -0.316 -0.206 0.077
P 1.2191 1.3690 -1.5789 0.240 -0.079 0.191
C 0.5852 3.0865 -1.4123 -0.201 -0.187 0.060
C -0.6465 3.5010 -1.9186 0.146 0.090 0.043
C -1.0625 4.8158 -1.7617 -0.094 -0.007 0.031
C -0.2764 5.7284 -1.0760 -0.022 -0.074 -0.016
C 0.9249 5.3108 -0.5205 0.012 0.052 0.060
C 1.3440 3.9988 -0.6741 -0.062 -0.123 0.091
C 2.6034 1.5496 -2.7831 0.040 -0.045 0.190
C 3.3978 2.6929 -2.8468 -0.107 -0.092 -0.110
C 4.4732 2.7531 -3.7232 0.049 -0.044 -0.020
C 4.7671 1.6764 -4.5454 -0.005 0.082 0.007
C 3.9894 0.5292 -4.4769 0.037 -0.129 -0.009
C 2.9306 0.4537 -3.5858 0.056 0.088 0.041
C -2.5542 -1.8696 -0.6198 0.049 -0.130 0.279
C -2.9152 -3.1808 -0.9224 0.248 0.070 -0.101
C -4.1951 -3.6272 -0.6568 -0.182 -0.059 0.007
C -5.0860 -2.7670 -0.0421 -0.068 -0.132 -0.063
C -4.7186 -1.4661 0.2715 0.295 0.119 0.105
C -3.4466 -0.9574 -0.0035 0.208 -0.001 -0.319
P -3.1300 0.8831 0.1118 -0.153 0.032 0.485
C -2.3585 1.1240 1.7672 0.120 -0.265 -0.157
C -2.4375 0.2062 2.8148 0.163 0.050 0.088
C -1.8662 0.4972 4.0538 -0.175 -0.085 -0.103
C -1.2222 1.7102 4.2549 0.040 -0.025 -0.008
C -1.1706 2.6403 3.2277 0.027 0.014 -0.049
C -1.7400 2.3502 1.9935 0.089 0.003 -0.030
C -4.8309 1.4334 0.5332 0.146 0.094 -0.235
C -5.6635 1.7764 -0.5316 0.020 -0.003 0.079
C -6.9802 2.1426 -0.2985 -0.054 0.009 -0.099
C -7.4764 2.1708 0.9959 -0.014 0.009 0.028
C -6.6526 1.8356 2.0608 0.037 0.009 0.012
C -5.3318 1.4789 1.8340 -0.041 0.046 -0.063
H -2.6496 -1.5246 -3.0699 0.000 -0.004 -0.176
H -2.7409 -0.4703 -5.2974 -0.067 0.002 0.042
H -1.1042 1.2827 -5.8864 -0.006 0.024 -0.012
H 0.5992 1.9753 -4.2645 -0.084 0.070 0.027
H -1.2951 2.8080 -2.4310 -0.037 -0.024 -0.069
H -2.0127 5.1209 -2.1793 -0.018 0.030 0.016
H -0.6090 6.7507 -0.9589 0.027 0.017 -0.001
H 1.5298 6.0096 0.0427 0.024 -0.024 -0.005
H 2.2615 3.6763 -0.1960 0.055 0.011 -0.016
H 3.1637 3.5575 -2.2447 0.006 0.036 0.007
H 5.0748 3.6508 -3.7721 -0.009 0.015 0.001
H 5.5901 1.7372 -5.2441 0.010 -0.018 -0.006
H 4.2041 -0.3065 -5.1305 0.013 -0.025 0.021
H 2.3326 -0.4515 -3.5440 -0.007 0.012 -0.032
H -2.1951 -3.8436 -1.3885 0.018 -0.039 0.057
H -4.4891 -4.6316 -0.9275 0.023 -0.018 0.015
H -6.0919 -3.1000 0.1777 -0.017 -0.001 0.025
H -5.4460 -0.8143 0.7346 -0.024 -0.031 -0.035
H -3.0118 -0.7006 2.6827 0.067 -0.151 -0.002
H -1.9862 -0.1929 4.8806 0.079 -0.054 -0.048
H -0.7855 1.9396 5.2177 -0.010 0.003 0.008
H -0.6893 3.5956 3.3922 -0.042 0.022 -0.035
H -1.7355 3.0938 1.2075 0.157 0.066 -0.108
H -5.2797 1.7580 -1.5453 0.005 0.005 -0.011
H -7.6197 2.4093 -1.1289 -0.006 0.018 -0.009
H -8.4998 2.4686 1.1777 -0.029 -0.024 -0.011
H -7.0344 1.8521 3.0729 -0.011 0.050 0.002
H -4.6983 1.2414 2.6766 -0.013 -0.008 0.017
S 2.4882 -2.6439 3.1016 -0.510 0.310 -0.205
C 3.7586 -1.4388 3.0720 0.011 0.049 -0.111
C 5.0292 -1.7904 3.5227 0.098 -0.063 0.030
C 6.0676 -0.8729 3.5001 -0.217 0.235 -0.118
C 7.3738 -1.2262 3.9615 0.201 -0.124 0.076
N 8.4295 -1.4940 4.3246 -0.044 -0.032 -0.018
C 5.8355 0.4267 3.0086 -0.296 -0.236 0.025
C 4.5679 0.7817 2.5758 -0.023 0.111 0.006
C 3.5216 -0.1366 2.6051 -0.009 -0.106 0.328
S 1.9450 0.3804 2.0368 -0.633 -0.718 0.060
C 6.8854 1.3927 2.9250 0.198 0.182 -0.027
N 7.6996 2.1938 2.8082 -0.017 -0.040 0.022
H 5.2065 -2.7942 3.8846 0.041 0.010 0.028
H 4.3942 1.7834 2.2051 0.015 0.015 0.015
```
Positions in Å, forces in eV/Å.

The molecular weight is 1152.1 g mol⁻¹. The gap between HOMO and LUMO is 5.205 eV. The electronic energy comes out at -5083.57980 Eh. The HOMO energy comes out at -12.644 eV. The total charge is +2.